[1]
62
Properties=species:S:1:pos:R:3 method="wB97M-V/def2-TZVPD" smiles=COc1ccc(CC2(CO)CCN(Cc3cnc(-c4ccccc4C)nc3)CC2)cc1 homo_lumo_gap_ev=8.42 homo_ev=-8.119 total_charge=0 de_lowest_ev=1.147 total_energy_ha=-1324.09560
C 2.459 -3.010 1.721
H -1.753 -3.167 2.453
H 1.901 -2.978 -0.784
C -3.131 0.547 -2.544
H 0.541 6.200 0.575
H 1.396 -1.109 3.528
H -3.819 -1.042 -1.308
H 0.475 -4.236 2.885
H -0.468 1.161 0.142
C 0.690 4.552 1.938
H 1.558 4.979 -1.289
C -2.214 1.585 -2.707
H -3.885 0.405 -3.303
H -1.517 -0.396 1.550
H 3.653 -1.290 -0.107
C 0.163 -3.966 1.873
C -1.457 3.400 -4.044
H -1.658 -4.254 -0.288
H -0.308 -4.850 1.429
H 2.498 -3.344 2.761
C 1.857 3.167 -0.203
C 0.003 -2.064 -0.295
C -2.106 -0.081 -0.453
C 2.461 2.480 -1.385
C -2.179 -3.297 -0.157
C 1.097 3.244 2.093
H -0.428 -2.002 2.513
C -1.211 0.967 -0.618
H -0.546 2.606 -1.795
C -1.256 -2.292 0.551
H 0.542 -4.104 -0.762
C 0.987 -3.245 -0.248
C -0.856 -2.823 1.937
H -3.920 -4.116 0.145
H -0.278 -1.881 -1.334
H 1.940 1.548 -1.597
H -0.420 3.052 -4.107
C -3.079 -0.265 -1.430
H 3.371 -3.355 1.215
O -2.349 2.332 -3.842
H -1.539 4.149 -3.249
C -1.256 1.797 -1.724
C 2.050 1.140 1.293
H -1.744 3.850 -4.993
H -3.022 -1.213 1.112
C 1.683 2.537 1.040
H 2.416 3.123 -2.263
H 0.971 2.736 3.036
H 0.497 -1.163 0.068
C 0.858 5.177 0.714
N 1.578 0.585 2.414
H -2.426 -2.908 -1.155
C 1.432 4.484 -0.336
N 1.342 -3.688 1.082
C 2.425 -1.508 1.662
H 0.242 5.082 2.765
C 1.774 -0.703 2.596
C 3.012 -0.799 0.616
N 2.826 0.491 0.428
O -3.354 -3.490 0.605
H 3.499 2.226 -1.184
C -2.021 -0.958 0.761



[2]
68
Properties=species:S:1:pos:R:3 method="wB97M-V/def2-TZVPD" smiles="COc1ccc(-n2nc(C(=O)NCC(=O)NCCCN3CCOCC3)c3ccccc3c2=O)cc1OC" homo_lumo_gap_ev=7.70 homo_ev=-7.597 total_charge=0 de_lowest_ev=0.363 total_energy_ha=-1734.58950
H -2.553 -1.042 -0.695
H 1.835 1.628 -0.063
C 1.343 0.849 0.526
H 1.805 0.809 1.522
H -3.700 -5.576 0.720
O -2.938 -3.688 -0.600
H 5.633 1.147 2.949
H -1.348 -4.242 -1.667
H -5.219 6.534 -0.574
C -4.706 -5.489 0.306
C 3.132 -2.065 -1.109
H -2.780 6.874 -0.473
C -3.454 -1.361 -0.199
N -0.051 1.179 0.634
H 7.296 0.505 -0.624
C -5.090 4.421 -0.317
C -2.053 2.330 0.103
O -6.026 1.763 -0.103
C -3.185 5.877 -0.380
C 6.218 0.702 -0.749
H -6.115 -0.018 1.410
C -2.333 4.810 -0.206
H 5.058 -1.037 1.835
H 6.743 -0.540 1.537
C -4.295 -0.387 0.330
H -2.088 -2.725 -2.230
H -4.647 -5.476 -0.784
H 6.517 -2.118 -0.306
N 2.734 -0.791 -0.556
H -1.265 4.951 -0.169
H 4.829 2.305 -0.338
H 4.224 -2.672 0.641
C 5.374 1.090 1.890
H -1.088 -2.737 -0.750
C -4.243 3.325 -0.138
N -2.595 1.160 0.232
H -0.688 0.396 0.739
C -3.746 -2.712 -0.084
C 1.494 -0.525 -0.133
C -0.557 2.328 0.139
H -6.153 4.239 -0.356
H 3.308 -1.956 -2.186
C 5.597 -1.644 -0.684
C 5.886 2.066 -0.142
H 4.647 -3.557 -0.824
O -5.383 -4.358 0.806
C -4.835 1.991 -0.016
N 5.411 -0.320 -0.096
H -5.307 -6.341 0.627
H 6.517 2.843 -0.575
C -4.926 -3.095 0.587
C 5.686 -0.300 1.334
H -6.642 -2.419 1.619
H 2.305 -2.765 -0.963
N -3.905 0.972 0.197
C -2.848 3.514 -0.086
H 5.983 0.714 -1.816
C -4.565 5.687 -0.437
H 3.519 -0.169 -0.370
C -1.804 -3.306 -1.347
H 4.300 1.300 1.767
C -5.748 -2.099 1.109
O 0.141 3.262 -0.215
C -5.452 -0.757 0.994
O 6.131 2.084 1.244
O 0.549 -1.286 -0.245
H 5.709 -1.515 -1.763
C 4.404 -2.570 -0.430



[3]
69
Properties=species:S:1:pos:R:3 method="wB97M-V/def2-TZVPD" homo_lumo_gap_ev=6.98 homo_ev=-4.553 total_charge=-1 de_lowest_ev=0.655 total_energy_ha=-4186.50565
C 1.979 1.662 3.033
C -2.326 2.811 1.237
C 0.349 -4.261 -0.671
H -0.546 -2.608 -2.838
N -2.510 1.983 -1.092
H -0.110 -4.423 -1.637
H -2.038 -3.969 -1.288
H -1.344 1.487 -3.805
H 3.025 1.820 2.745
C 1.674 -3.156 1.868
H 2.068 -0.391 3.667
H -2.919 3.983 -0.447
C -0.328 1.580 -3.439
C -2.269 1.228 2.942
C -0.022 -3.062 -0.002
C 2.620 2.215 -3.017
H 2.445 -6.368 1.001
C 2.072 -4.474 1.863
H 0.535 0.081 2.977
H 2.965 1.741 -1.027
N -1.102 -2.364 -0.257
C -1.685 -0.791 -2.691
C -1.578 -2.317 -2.627
N -0.781 -0.116 -1.772
C 0.906 -2.416 0.940
H 3.691 2.355 -3.119
C 0.487 2.363 -4.234
H 1.370 3.651 2.601
H -3.491 1.735 -0.974
H 2.327 0.400 0.833
H -1.827 1.944 3.653
Br -3.797 -0.563 0.281
C 1.613 0.189 2.860
N 0.933 -1.101 0.840
H 2.359 3.056 -4.940
N 0.517 1.650 -0.027
O -2.742 3.676 2.007
Hf -1.157 -0.123 0.444
H -3.021 -2.533 -1.046
C 2.182 1.844 -1.773
H 2.634 -4.795 2.733
C -1.827 -0.199 3.291
H -3.358 1.288 3.100
C 1.256 2.654 0.740
C 1.219 -5.266 -0.313
H 2.335 2.643 0.532
O -1.406 -0.907 2.298
H -1.214 3.496 -0.491
H -2.389 2.238 -2.069
C 1.849 2.567 -4.120
C 2.019 -0.404 1.500
C -2.225 3.149 -0.263
O -1.872 -0.578 4.449
H 0.896 3.631 0.375
H 0.046 2.496 2.511
C -2.008 -2.871 -1.268
N -1.950 1.576 1.563
C 1.936 -5.423 0.862
H -1.470 -0.511 -3.729
H 1.968 -2.586 2.739
C -0.087 0.908 -2.214
H 1.306 -6.079 -1.027
H 0.009 2.802 -5.105
C 1.093 2.646 2.261
H 1.887 1.915 4.094
H -2.718 -0.507 -2.454
H 2.885 -1.073 1.611
H -2.222 -2.735 -3.403
C 0.890 1.511 -1.278



[4]
66
Properties=species:S:1:pos:R:3 method="wB97M-V/def2-TZVPD" s2=9.344 homo_lumo_gap_ev="8.33 / 8.40" homo_ev="-7.914 / -7.987" total_charge=0 de_lowest_ev=0.354 multiplicity=6 total_energy_ha=-2724.12558
C 1.270 -2.007 -5.415
C 0.127 0.743 -4.898
H -1.221 -2.970 -4.838
C 0.148 0.033 4.211
H 2.805 3.826 6.890
H 0.298 0.270 -2.479
H 0.666 2.841 0.287
C 1.507 -2.316 0.287
H -0.463 3.847 -1.507
H 1.381 -2.409 -6.432
C -2.784 0.421 1.037
H -0.901 -0.380 -1.381
H 2.173 -2.038 -0.531
N 0.318 0.382 2.874
H -2.963 -2.936 0.769
C -0.037 -1.244 -5.312
C -0.303 0.532 -1.609
O 0.603 0.882 -0.532
C -1.247 -2.124 -5.536
C 0.882 2.335 -0.666
C 0.833 1.048 6.484
H 2.586 -1.554 2.118
C 0.651 -2.676 2.414
H 1.960 2.402 -0.882
H -2.170 -1.546 -5.418
H -2.418 0.638 3.241
C -2.530 -0.013 2.374
C 2.283 2.953 4.986
H -1.556 1.783 -2.914
H 0.231 0.310 7.011
C -2.955 -0.753 0.223
C -2.590 -1.439 2.401
H -1.007 -4.027 1.745
H 2.850 3.647 4.368
S 1.263 1.743 2.665
C -1.107 1.772 -1.919
H -1.911 1.866 -1.177
H -0.975 0.171 -6.729
C 0.329 -3.127 0.165
H 2.121 -1.337 -5.233
O -0.559 -0.919 4.579
H 0.574 2.935 -2.655
O 2.463 1.424 1.933
Dy -0.464 -0.835 1.017
C -2.831 -1.898 1.073
C 1.571 1.928 4.374
H 1.491 2.160 8.221
H -0.630 1.518 -4.719
C 1.519 2.081 7.130
C -0.040 2.863 -1.750
H -0.053 -3.577 -0.753
H -3.256 -0.773 -0.827
C -0.009 0.014 -6.230
C 2.264 3.022 6.388
O 0.436 2.859 2.237
H 0.870 0.060 -6.888
H -1.221 -2.512 -6.563
C -0.182 -3.362 1.482
H 0.524 -2.703 3.496
H -2.561 -2.052 3.299
C 1.710 -2.041 1.680
C 0.871 0.975 5.087
H -2.935 1.461 0.733
O -0.116 -0.473 -4.073
H 1.281 -2.839 -4.699
H 1.141 1.128 -4.710



[5]
66
Properties=species:S:1:pos:R:3 method="wB97M-V/def2-TZVPD" s2=3.753 homo_lumo_gap_ev="7.00 / 7.07" homo_ev="-7.325 / -7.350" total_charge=0 de_lowest_ev=2.085 multiplicity=4 total_energy_ha=-2854.04087
C 1.480 -2.566 5.335
H 0.296 0.345 -3.058
C 0.809 2.410 0.874
C -2.329 -1.047 1.303
C -2.524 1.020 0.313
C -2.055 1.223 1.636
H 2.225 -1.668 -5.713
H -2.495 -2.104 1.509
C -1.127 2.392 -2.197
C -0.796 -2.753 4.575
O -0.164 -1.049 -3.704
H 0.777 3.334 -2.686
C 0.228 -0.969 -6.120
H -0.012 2.666 -4.137
C -1.361 3.697 -1.483
H 0.741 -2.952 -3.572
S 3.045 -1.877 4.874
H 2.011 2.799 -0.988
C 0.938 -1.944 -3.967
H -0.486 -1.371 -6.841
C 1.128 -2.836 6.648
C -2.321 1.779 -2.883
H -3.009 1.799 -0.279
C 0.137 2.527 -3.062
O -0.522 1.300 -1.401
C 2.326 0.906 1.737
C 2.733 1.223 0.415
Er -0.139 -0.103 0.539
C 1.855 2.224 -0.076
H -1.930 3.621 -0.555
C 1.200 -1.974 -5.482
H -3.119 1.634 -2.155
C 1.215 -1.812 3.146
C 0.536 1.217 -2.447
H -1.527 -2.661 3.772
H -1.933 4.313 -2.190
C 0.558 -2.479 4.303
H -2.928 -0.851 -0.864
C -0.195 -3.228 6.886
N 2.509 -1.592 3.349
O 4.088 -2.871 4.902
H -2.662 2.447 -3.686
H 1.866 -2.701 7.438
H -2.189 -3.408 6.087
C -1.949 -0.051 2.258
H 0.118 0.718 -4.879
H -1.744 -0.224 3.312
H 2.904 0.304 2.436
H -0.476 -3.567 7.879
H 3.585 0.795 -0.117
H -2.076 0.769 -3.240
H 1.833 -1.568 -3.440
O 3.202 -0.677 5.661
H -0.414 4.209 -1.272
H 0.588 1.652 2.978
C -2.610 -0.385 0.072
H 1.073 -2.967 -5.911
C -1.152 -3.157 5.865
H -1.470 -0.030 -5.038
H -1.938 2.197 2.111
O 0.616 -1.425 2.059
C -0.404 -0.254 -4.946
H 1.529 1.085 -2.011
C 1.118 1.626 2.026
H -0.009 3.120 0.786
H 0.793 -0.232 -6.682



[6]
64
Properties=species:S:1:pos:R:3 method="wB97M-V/def2-TZVPD" smiles="COc1ccc(CCN2C[C@@H](C(=O)N3CCC(O)(c4ccccc4)CC3)CCC2=O)cc1" homo_lumo_gap_ev=8.75 homo_ev=-8.188 total_charge=0 de_lowest_ev=0.000 total_energy_ha=-1420.46965
O -1.348 1.950 -5.443
C -2.866 3.909 0.325
C 3.484 -3.240 2.404
C -3.248 3.631 -2.870
C -0.017 1.630 -5.767
H -0.815 1.941 -0.986
H 1.925 -3.980 -0.462
H 5.639 -5.128 4.195
H 0.400 -2.280 -1.509
C 1.148 -3.741 1.549
C -0.154 1.119 1.774
H -1.812 5.587 -0.498
C -1.576 2.720 -4.343
C -2.622 4.925 -0.806
N -1.722 3.052 0.549
H 3.748 -6.711 4.033
C 2.532 -5.377 2.891
H 1.127 2.823 2.184
H -4.288 3.746 -2.601
H -3.529 5.520 -0.933
H 3.422 -2.255 1.965
C -1.571 1.829 -0.200
C -0.705 3.491 1.322
H -0.075 0.953 -6.619
H -3.671 2.429 -4.596
H 0.080 -3.093 3.298
H -0.660 1.193 2.739
H -0.521 -3.536 -0.634
C 1.466 -3.194 0.143
H -3.730 3.282 0.092
H 0.454 3.230 -3.833
H -0.163 4.537 -1.873
H 2.169 -2.366 0.213
N -0.440 -1.673 0.277
O 0.255 -4.836 1.439
O -0.023 -0.123 -1.287
H 1.704 -6.068 2.843
C -2.265 4.222 -2.082
C 4.633 -3.598 3.084
C -0.941 4.074 -2.464
C 0.425 2.487 1.420
C -0.823 -2.158 1.583
C 2.421 -4.130 2.289
H -3.051 4.454 1.255
C -0.488 -0.409 -0.197
C 4.740 -4.850 3.666
C 0.184 -2.705 -0.528
H 0.554 2.520 -6.054
H 0.660 0.399 1.880
H 0.484 1.125 -4.935
H 0.948 2.433 0.463
C -1.149 0.648 0.693
C 3.682 -5.736 3.572
C -2.913 2.894 -3.985
H -1.513 -2.998 1.449
H 5.449 -2.895 3.160
H 0.665 -5.508 0.883
H -1.318 -1.383 2.163
C 0.403 -2.660 2.351
H 1.085 -1.836 2.558
O -0.722 4.554 1.913
C -0.589 3.331 -3.579
H -2.516 1.600 -0.694
H -2.040 0.225 1.160



[7]
65
Properties=species:S:1:pos:R:3 method="wB97M-V/def2-TZVPD" smiles="CCCN1Cc2cccc(C(=O)N[C@H](CC(=O)OCC)c3ccc(OC(C)C)cc3)c2C1=O" homo_lumo_gap_ev=8.37 homo_ev=-8.134 total_charge=0 de_lowest_ev=0.776 total_energy_ha=-1495.74554
C 0.975 -1.468 -1.778
H -0.499 1.514 -0.205
C 1.626 5.393 0.288
N -1.091 0.715 0.034
H -2.712 -1.505 -0.097
H -2.692 -4.240 -3.403
H -0.963 0.189 -1.938
O -2.380 -3.330 -1.580
C 1.982 -2.411 -1.666
C 2.034 -3.241 -0.551
C -0.143 7.089 -0.401
H -3.250 -0.329 -1.327
H 2.714 -2.484 -2.456
O 0.472 2.893 -0.266
H -2.534 2.641 5.265
C 0.339 5.091 2.454
C 0.882 6.065 -0.871
H 0.325 7.843 0.230
H 1.115 -3.735 1.306
C 0.061 -2.154 0.317
H 5.844 -5.540 -1.251
H 2.963 -6.285 -2.017
C -0.608 2.982 1.936
H -1.161 4.673 4.851
H 1.622 6.551 -1.509
C 0.001 -1.330 -0.803
H -2.627 0.860 3.564
C -1.559 0.617 1.284
H -0.681 -2.058 1.094
N 0.746 4.642 1.150
C 1.063 -3.091 0.442
C 0.236 3.440 0.805
H 0.945 -0.837 -2.655
O -2.279 -1.897 -3.303
C -2.373 -2.112 -2.122
H 1.207 5.222 3.113
H -0.197 -4.840 -1.734
C -1.369 1.829 2.167
H -0.260 -3.854 -3.198
H 4.635 -6.188 -0.129
O 2.965 -4.204 -0.314
C -2.476 -1.048 -1.055
C -1.226 3.886 4.115
H 2.364 4.698 -0.127
C -0.705 -4.703 -2.686
H 2.532 -4.825 -2.905
O -2.149 -0.354 1.735
H 5.454 -4.671 0.242
C 3.948 -4.514 -1.291
C 5.046 -5.280 -0.560
H -0.193 6.048 2.402
H -0.581 -5.594 -3.295
H 2.141 6.139 0.897
H 0.388 5.289 -1.457
C -1.117 -0.326 -0.983
C -2.187 -4.442 -2.452
C -0.547 3.979 2.918
H 4.373 -3.584 -1.698
H -2.661 -5.288 -1.950
C -1.987 2.750 4.341
H -0.589 7.591 -1.256
C 3.350 -5.353 -2.421
H 4.113 -5.577 -3.162
C -2.045 1.753 3.386
H -0.942 6.608 0.159